(1)
The following is a quantum chemistry calculation of the ion HOS3 with charge -1, from the Open Molecules 2025 dataset.

## Properties
- M (u) = 113.2
- total charge = -1
- HOMO (alpha / beta) (eV) = -3.91 / -3.91
- LUMO energy (alpha / beta) (hartree) = 0.12582 / 0.12580
- ΔE to the lowest compared entry with this formula, charge and spin (kJ/mol) = 138.1
- gap between HOMO and LUMO (alpha / beta) (eV) = 7.336 / 7.335

The geometry in XYZ format:
```
5
Properties=species:S:1:pos:R:3:forces:R:3:mulliken_charge:R:1
O 0.78241 -1.17715 -0.85710 1.727 0.531 -1.928 -0.46
S -0.32293 1.82588 -0.14527 -12.053 -2.747 -3.604 -0.48
S -0.65010 -1.91046 1.18709 -1.120 0.229 1.135 -0.44
S -0.51311 -0.77557 -0.36174 -0.492 -0.204 0.640 0.41
H 0.70372 2.03729 0.17702 11.938 2.190 3.757 -0.03
```
Forces are in eV/Å.

=====

(2)
The following is a quantum chemistry calculation of the molecule C29H29N3O6, from the Open Molecules 2025 dataset.

## Properties
- M (u) = 515.6
- total charge = 0
- HOMO (eV) = -8.41
- structure (SMILES) = CCN1C(=O)[C@@]2(C(C(=O)c3cc4ccccc4o3)=C(O)C(=O)N2CCCN2CCOCC2)c2ccccc21
- LUMO energy (hartree) = -0.02097
- ΔE to the lowest compared entry with this formula, charge and spin (kJ/mol) = 2.3
- gap between HOMO and LUMO (eV) = 7.843

The geometry in XYZ format:
```
67
Properties=species:S:1:pos:R:3:forces:R:3:mulliken_charge:R:1
C -0.87946 -3.76769 -1.88987 0.143 0.151 -0.032 -1.11
H -1.86365 -3.31102 -1.95316 -0.100 0.013 -0.009 0.26
H -0.77096 -4.19567 -0.89671 -0.028 -0.091 0.085 0.31
H -0.80778 -4.55957 -2.63052 -0.012 -0.112 -0.051 0.46
C 0.19619 -2.71661 -2.14229 -0.126 -0.205 -0.181 -0.96
N 0.11881 -1.65128 -1.17060 0.140 -0.199 -0.221 0.41
C -0.49388 -0.46699 -1.42531 0.032 0.355 -0.131 -0.23
O -0.91927 -0.09650 -2.49250 -0.144 0.096 -0.104 -0.69
C -0.53582 0.33771 -0.10205 -0.217 -0.163 0.208 1.27
N 0.00244 1.67177 -0.21452 -0.096 -0.098 -0.091 0.26
C -0.88938 2.60957 0.16031 0.117 0.260 -0.008 1.07
O -0.75299 3.81843 0.20661 -0.132 0.011 0.016 -0.75
C -2.14204 1.89369 0.53021 -0.098 -0.499 -0.009 1.12
C -1.97036 0.56785 0.33313 0.102 0.630 0.030 -1.34
C -2.86459 -0.57819 0.48330 -0.020 0.024 0.041 0.65
O -2.44164 -1.71593 0.62886 -0.204 0.310 -0.107 -0.65
C -4.30203 -0.31714 0.40226 -0.960 -1.174 0.373 0.34
C -5.32706 -1.16462 0.73539 0.814 0.422 -0.113 -1.17
C -6.52808 -0.46953 0.43786 0.053 0.691 -0.294 1.11
C -7.89091 -0.75658 0.54152 0.101 0.055 -0.019 -0.69
C -8.78769 0.19994 0.12620 -0.147 -0.102 0.044 -0.54
C -8.35940 1.42932 -0.38673 0.087 0.040 -0.015 -0.38
C -7.02062 1.73974 -0.50066 0.295 0.097 -0.030 -1.04
C -6.11188 0.77820 -0.08131 -0.853 -0.710 0.287 0.14
O -4.76936 0.85637 -0.09904 0.233 0.267 -0.240 -0.33
H -6.68299 2.68439 -0.89475 0.015 0.126 -0.058 0.44
H -9.09821 2.15115 -0.70048 -0.039 0.074 -0.033 0.39
H -9.84747 0.00473 0.19403 -0.082 -0.024 0.009 0.38
H -8.22148 -1.70495 0.93593 -0.067 -0.088 0.035 0.43
H -5.21680 -2.14785 1.14477 0.113 -0.206 0.074 0.57
O -3.15863 2.61034 0.99244 0.244 0.110 -0.010 -0.62
H -2.87317 3.54447 0.97605 0.080 -0.141 -0.011 0.35
C 1.26557 1.97704 -0.84031 0.378 0.123 0.070 -1.35
C 2.45890 1.36725 -0.10639 0.084 0.238 -0.196 0.37
H 2.44099 0.28045 -0.19513 0.043 -0.024 0.066 0.31
C 3.77526 1.87077 -0.69843 -0.204 -0.229 0.059 -1.39
N 4.88018 0.99098 -0.36214 0.080 0.098 -0.077 0.17
C 5.21812 1.01462 1.05196 0.202 -0.279 0.017 -0.32
C 6.32754 -0.00304 1.31845 -0.327 0.096 0.221 -0.84
O 7.47499 0.26498 0.54916 0.147 0.084 0.068 -0.38
C 7.15438 0.26628 -0.82125 -0.096 0.190 -0.346 -0.67
C 6.07040 1.29548 -1.13977 0.215 -0.252 0.093 -0.52
H 5.82258 1.24419 -2.20208 0.028 0.032 -0.009 0.38
H 6.45398 2.30641 -0.91359 -0.009 -0.024 -0.045 0.34
H 8.07784 0.50082 -1.35328 -0.079 -0.042 -0.030 0.37
H 6.79959 -0.73120 -1.12181 0.043 0.073 -0.017 0.34
H 6.64249 0.03476 2.36260 -0.081 -0.037 -0.038 0.37
H 5.94896 -1.00996 1.08519 0.016 0.066 0.057 0.35
H 4.33999 0.74023 1.63702 0.006 0.021 0.069 0.32
H 5.56047 2.01730 1.36536 -0.048 -0.017 0.015 0.30
H 3.68980 1.87189 -1.78895 0.020 0.078 -0.010 0.48
H 3.96130 2.90969 -0.37350 0.010 0.000 -0.061 0.32
H 2.38994 1.62516 0.95106 -0.038 -0.068 0.046 0.31
H 1.24450 1.62811 -1.87934 -0.016 0.077 0.035 0.27
H 1.34108 3.06826 -0.83864 -0.017 -0.100 -0.089 0.58
C 0.20458 -0.57553 0.83924 0.147 -0.290 0.065 0.40
C 0.52932 -0.41019 2.16459 -0.044 -0.092 -0.330 0.02
C 1.22485 -1.43177 2.80146 0.062 -0.011 0.193 -1.23
C 1.56382 -2.58627 2.11743 0.017 0.040 0.109 -0.86
C 1.22426 -2.76403 0.78232 -0.109 0.025 -0.286 -0.63
C 0.53896 -1.74472 0.15141 0.163 0.329 0.706 -0.10
H 1.48862 -3.67284 0.26579 0.026 -0.112 -0.079 0.49
H 2.09935 -3.37028 2.63140 0.049 -0.067 0.044 0.45
H 1.49647 -1.32501 3.84036 0.034 -0.010 0.101 0.46
H 0.25339 0.49026 2.69255 -0.030 0.129 0.068 0.55
H 0.05258 -2.25725 -3.12372 0.124 -0.049 0.130 0.46
H 1.19510 -3.16042 -2.09745 -0.039 0.083 -0.059 0.45
```
Forces are in eV/Å.

=====

(3)
The following is a quantum chemistry calculation of a structure of composition C24H43BNbO10Si, from the Open Molecules 2025 dataset.

## Properties
- M (u) = 623.4
- total charge = -1
- HOMO (eV) = -4.02
- LUMO energy (hartree) = 0.06357
- gap between HOMO and LUMO (eV) = 5.753

The geometry in XYZ format:
```
80
Properties=species:S:1:pos:R:3:forces:R:3:mulliken_charge:R:1
C 0.99955 0.79629 -5.40944 -0.070 0.172 -0.040 -1.05
C 0.50453 1.75769 -4.31940 0.164 0.192 0.002 -0.45
C 0.91388 1.39998 -2.88766 0.049 -0.184 -0.001 -0.46
C 0.92519 -0.09302 -2.59513 -0.298 0.196 0.153 0.01
O 0.90255 -0.32753 -1.19711 0.551 -0.676 0.167 -0.67
Nb 1.94655 -1.82898 -0.39466 -2.739 1.898 -1.615 -0.76
C 0.46300 -3.46524 -1.04091 0.311 -0.284 -0.246 -1.02
C 0.30531 -3.86235 -2.46702 -0.439 -0.122 -0.181 -0.03
O -0.78878 -4.02437 -2.99172 0.087 0.302 0.042 -0.66
C 1.49993 -4.00123 -3.36855 0.130 -0.164 0.013 0.54
C 1.52067 -3.24763 -4.53591 -0.007 -0.066 -0.062 -0.45
C 2.59036 -3.33741 -5.41036 0.143 -0.053 0.057 -0.67
C 3.64851 -4.18824 -5.12229 0.034 -0.004 -0.025 -0.40
C 3.62115 -4.95875 -3.96937 -0.015 0.032 -0.053 -0.74
C 2.55265 -4.86679 -3.09609 -0.104 0.135 -0.036 0.20
B 0.85666 -1.51271 1.73693 1.228 -0.374 0.674 1.41
O -0.51543 -1.76042 1.72887 -0.017 -0.118 -0.591 -0.80
O 1.35443 -1.13607 2.95988 -0.438 0.699 -0.116 -0.24
C 2.44023 -0.23476 3.07695 0.221 -0.321 0.087 -0.68
Si 3.35969 -3.61444 0.99067 0.191 0.353 0.023 0.99
C 5.21235 -3.11911 0.92936 -0.099 -0.300 0.312 -1.38
C 2.97098 -3.78498 2.84417 0.023 -0.284 -0.079 -1.34
C 3.29853 -5.41787 0.35770 0.069 -0.121 0.166 -1.33
H 1.87154 0.23365 -5.08576 0.067 -0.075 -0.013 0.27
H 0.22434 0.09506 -5.71082 0.025 -0.189 0.077 0.26
H 1.28720 1.34947 -6.30192 -0.007 0.016 -0.105 0.39
H 0.90807 2.74680 -4.53954 -0.061 0.129 0.034 0.37
H -0.57963 1.86611 -4.37193 -0.082 -0.117 -0.075 0.28
H 0.22289 1.84729 -2.17279 0.011 0.160 0.039 0.06
H 1.90932 1.79327 -2.67771 0.045 0.064 0.099 0.25
H 1.80982 -0.54245 -3.05114 -0.042 -0.159 -0.127 0.09
H 0.03214 -0.55442 -3.03402 -0.010 -0.097 -0.072 0.27
H 3.17348 -2.25914 -1.71635 0.507 -0.229 0.870 0.04
H 3.28952 -0.68787 0.16023 0.215 -0.479 0.100 -0.16
H 0.56791 -4.37362 -0.44044 0.237 -0.036 0.023 0.61
H -0.50791 -3.03510 -0.77332 -0.023 0.015 0.231 0.41
H 0.69054 -2.59363 -4.76008 -0.104 0.040 0.022 0.49
H 2.60252 -2.74768 -6.31660 -0.003 0.074 -0.046 0.40
H 4.49533 -4.25206 -5.79184 0.036 0.004 -0.065 0.37
H 4.44153 -5.62178 -3.73559 0.077 -0.066 -0.018 0.40
H 2.54585 -5.46701 -2.20228 -0.016 0.002 0.163 0.36
H -0.98413 -0.91640 1.73688 -0.127 -0.012 0.230 0.27
H 2.45852 0.48910 2.26804 -0.037 0.089 -0.056 0.20
H 3.39633 -0.76170 3.06735 0.048 -0.061 -0.034 0.21
H 2.32819 0.27665 4.03073 -0.002 0.088 0.045 0.22
H 5.80413 -3.89907 0.44755 0.097 0.004 -0.125 0.36
H 5.34564 -2.17832 0.40601 0.034 0.047 -0.106 0.30
H 5.59611 -3.00771 1.94655 0.081 0.048 0.075 0.35
H 3.19187 -2.86025 3.37149 0.021 0.005 0.091 0.23
H 3.54299 -4.60235 3.29185 0.117 -0.016 0.072 0.43
H 1.91324 -4.00016 2.99827 -0.093 -0.006 0.046 0.28
H 2.36475 -5.66947 -0.13987 -0.134 -0.023 0.007 0.27
H 3.40783 -6.10691 1.19872 0.054 -0.082 0.053 0.41
H 4.11361 -5.62080 -0.33881 0.031 0.044 -0.099 0.34
C -4.28538 4.03009 0.56858 0.108 0.029 0.168 -1.36
C -3.00727 3.23852 0.59640 -0.027 0.004 -0.015 0.59
C -3.14923 1.73100 0.57901 0.025 -0.034 -0.024 -0.52
O -1.97073 1.31410 1.28038 0.008 -0.186 0.060 -0.22
C -1.60239 2.30846 2.12175 -0.139 0.071 -0.169 0.60
O -0.77666 2.21935 2.96629 0.083 -0.032 0.139 -0.51
O -2.32333 3.42533 1.85598 0.019 0.119 -0.072 -0.38
H -4.07804 5.08238 0.76284 0.006 0.019 -0.076 0.37
H -4.76982 3.94649 -0.40431 0.016 -0.033 -0.019 0.40
H -4.97409 3.68451 1.33474 0.017 -0.060 -0.106 0.16
H -2.32265 3.55895 -0.19442 0.026 0.002 0.009 0.23
H -3.16006 1.29459 -0.41554 0.130 -0.043 0.004 0.35
H -4.02453 1.39656 1.14089 -0.044 0.044 -0.017 0.25
C -4.44554 7.36238 4.80976 0.113 -0.105 -0.133 -1.41
C -5.69014 6.53642 4.62954 0.029 -0.034 0.045 0.49
C -5.81040 5.30299 5.50353 0.015 -0.006 -0.015 -0.49
O -6.61921 4.43854 4.69224 0.005 -0.002 0.132 -0.33
C -6.41562 4.77538 3.39988 0.159 0.009 0.046 0.69
O -6.77017 4.13503 2.46507 -0.286 -0.038 0.040 -0.57
O -5.72715 5.93459 3.31901 -0.065 0.160 -0.013 -0.32
H -4.37594 8.11960 4.03052 -0.046 0.042 0.026 0.35
H -4.46624 7.86081 5.77878 -0.001 0.000 0.017 0.38
H -3.55556 6.73558 4.75051 0.000 -0.015 0.019 0.33
H -6.58639 7.15630 4.72639 -0.010 0.007 -0.013 0.27
H -6.29695 5.47814 6.45854 -0.111 -0.043 -0.035 0.29
H -4.84255 4.82237 5.66187 0.032 0.038 0.015 0.31
```
Forces are in eV/Å.